16 unconnected molecules or ions with the total composition C66H174N22O26 at a distorted geometry. Source: the Open Molecules 2025 dataset; level of theory: ωB97M-V/def2-TZVPD.

Its energy above the lowest of the compared OMol25 structures with the same formula, charge and spin is 240.10 kJ/mol. The calculated total energy comes out at -157270.9937 eV. For the highest occupied orbital energy, the calculation gives -0.2997 Eh. The calculation puts the orbital gap at 8.7 eV.

Last columns: bonded neighbours and bond lengths (Å).
Atoms and positions in Å:
1 C 17.37406 13.89875 15.53682  O2 1.411, H10 1.020, H11 1.120, H12 1.137
2 O 18.36127 13.77214 14.53670  C1 1.411, C3 1.433
3 C 19.69671 13.78575 15.05619  O2 1.433, C4 1.544, H13 1.068, H14 1.099
4 C 20.64242 13.00508 14.11888  C3 1.544, N5 1.485, H15 1.106, H16 1.141
5 N 22.01812 13.36075 14.55155  C4 1.485, C6 1.463, H17 1.041
6 C 22.61228 14.59552 14.04006  N5 1.463, C7 1.553, H18 1.076, H19 1.064
7 C 22.98157 14.66306 12.53297  C6 1.553, O8 1.382, H20 1.075, H21 1.090
8 O 21.90089 14.81104 11.68488  C7 1.382, C9 1.389
9 C 22.21616 15.00958 10.34702  O8 1.389, H22 1.089, H23 1.048, H24 1.145
10 H 16.49028 14.10531 15.07084  C1 1.020
11 H 17.64574 14.71584 16.25277  C1 1.120
12 H 17.21960 12.96995 16.17340  C1 1.137
13 H 19.71483 13.42451 16.06136  C3 1.068
14 H 20.06028 14.81961 14.97263  C3 1.099
15 H 20.50192 13.25525 13.05072  C4 1.106
16 H 20.39156 11.90456 14.28575  C4 1.141
17 H 22.69509 12.57369 14.47936  N5 1.041
18 H 23.59723 14.78198 14.43140  C6 1.076
19 H 22.00464 15.45052 14.21971  C6 1.064
20 H 23.48838 13.72648 12.38380  C7 1.075
21 H 23.83515 15.33776 12.46150  C7 1.090
22 H 23.12766 15.60456 10.37430  C9 1.089
23 H 21.42022 15.57108 9.96064  C9 1.048
24 H 22.34207 14.02487 9.77615  C9 1.145
25 C 21.48186 25.96879 13.40172  O26 1.407, H34 1.084, H35 1.067, H36 1.114
26 O 22.58884 25.24204 12.92627  C25 1.407, C27 1.413
27 C 23.75805 25.15509 13.71481  O26 1.413, C28 1.499, H37 1.079, H38 1.128
28 C 24.55573 26.42424 13.69296  C27 1.499, N29 1.454, H39 1.101, H40 1.096
29 N 25.01522 26.80019 12.36552  C28 1.454, C30 1.430, H41 1.008
30 C 25.61970 28.09511 12.31220  N29 1.430, C31 1.484, H42 1.131, H43 1.102
31 C 27.06677 28.30443 12.56706  C30 1.484, O32 1.424, H44 1.104, H45 1.071
32 O 27.42009 28.10432 13.93155  C31 1.424, C33 1.410
33 C 28.79793 28.03013 14.22092  O32 1.410, H46 1.106, H47 1.085, H48 1.104
34 H 21.57295 25.99574 14.48182  C25 1.084
35 H 20.61846 25.54200 12.94350  C25 1.067
36 H 21.47813 26.99948 12.97852  C25 1.114
37 H 24.37218 24.32841 13.39129  C27 1.079
38 H 23.45299 24.92732 14.77620  C27 1.128
39 H 25.39611 26.23351 14.37768  C28 1.101
40 H 24.02596 27.25263 14.17708  C28 1.096
41 H 24.23449 26.85152 11.73001  N29 1.008
42 H 25.06713 28.71719 13.07859  C30 1.131
43 H 25.41725 28.56697 11.33673  C30 1.102
44 H 27.36893 29.34373 12.34853  C31 1.104
45 H 27.67713 27.63827 11.99207  C31 1.071
46 H 29.35281 27.27196 13.63709  C33 1.106
47 H 28.80384 27.63586 15.23122  C33 1.085
48 H 29.32656 28.99848 14.17126  C33 1.104
49 C 16.59987 21.67135 13.15913  O50 1.368, H58 1.087, H59 1.079, H60 1.062
50 O 16.63150 21.36997 11.82480  C49 1.368, C51 1.480
51 C 17.67907 20.36288 11.54298  O50 1.480, C52 1.549, H61 1.087, H62 1.052
52 C 19.10338 20.88881 11.84985  C51 1.549, N53 1.458, H63 1.072, H64 1.147
53 N 19.33480 22.02005 10.95927  C52 1.458, C54 1.497, H65 1.053
54 C 20.60534 22.78352 11.16727  N53 1.497, C55 1.533, H66 1.143, H67 1.106
55 C 20.70199 23.98332 10.21844  C54 1.533, O56 1.388, H68 1.083, H69 1.100
56 O 19.85254 25.01508 10.59400  C55 1.388, C57 1.393
57 C 19.83587 26.15205 9.78876  O56 1.393, H70 1.029, H71 1.078, H72 1.087
58 H 17.46348 22.18423 13.57353  C49 1.087
59 H 16.41321 20.80412 13.77253  C49 1.079
60 H 15.85121 22.39788 13.35724  C49 1.062
61 H 17.55660 20.07071 10.50355  C51 1.087
62 H 17.38330 19.58580 12.18686  C51 1.052
63 H 19.74668 20.09039 11.53660  C52 1.072
64 H 19.34275 21.00638 12.96572  C52 1.147
65 H 18.52123 22.67132 11.11104  N53 1.053
66 H 21.49345 22.08449 10.99386  C54 1.143
67 H 20.72582 23.12981 12.21044  C54 1.106
68 H 20.35674 23.73657 9.22239  C55 1.083
69 H 21.72778 24.37816 10.17465  C55 1.100
70 H 19.22990 26.86540 10.21643  C57 1.029
71 H 19.35630 25.91359 8.85327  C57 1.078
72 H 20.81730 26.55963 9.55989  C57 1.087
73 C 29.76445 16.58751 12.53630  O74 1.415, H82 1.106, H83 1.079, H84 1.097
74 O 29.24360 16.85377 13.82446  C73 1.415, C75 1.378
75 C 29.70626 16.09997 14.88130  O74 1.378, C76 1.487, H85 1.100, H86 1.108
76 C 29.25220 14.69333 15.04482  C75 1.487, N77 1.498, H87 1.089, H88 1.140
77 N 27.80701 14.67321 15.43890  C76 1.498, C78 1.435, H89 1.028
78 C 27.22465 13.36555 15.54029  N77 1.435, C79 1.559, H90 1.097, H91 1.105
79 C 26.02402 13.41345 16.53430  C78 1.559, O80 1.450, H92 1.090, H93 1.089
80 O 25.36002 12.12618 16.59212  C79 1.450, C81 1.410
81 C 24.29241 12.20006 17.51037  O80 1.410, H94 1.132, H95 1.132, H96 1.056
82 H 30.84137 16.83187 12.60292  C73 1.106
83 H 29.34698 17.34109 11.88644  C73 1.079
84 H 29.51848 15.57800 12.18451  C73 1.097
85 H 29.42210 16.60722 15.81485  C75 1.100
86 H 30.80474 15.95473 14.88126  C75 1.108
87 H 29.77615 14.19051 15.85666  C76 1.089
88 H 29.61864 14.23910 14.06498  C76 1.140
89 H 27.27594 15.17928 14.71846  N77 1.028
90 H 27.91627 12.64146 15.98776  C78 1.097
91 H 26.90529 13.03210 14.53603  C78 1.105
92 H 25.35184 14.19479 16.17975  C79 1.090
93 H 26.46037 13.71386 17.48534  C79 1.089
94 H 23.77749 13.20608 17.43731  C81 1.132
95 H 24.53483 12.07076 18.60897  C81 1.132
96 H 23.59052 11.46885 17.21302  C81 1.056
97 C 18.98199 16.70960 17.35333  O98 1.511, H106 1.112, H107 1.110, H108 1.082
98 O 18.97118 17.56452 18.59952  C97 1.511, C99 1.370
99 C 18.07901 17.15310 19.55479  O98 1.370, C100 1.523, H109 1.105, H110 1.121
100 C 16.71345 16.83951 18.95690  C99 1.523, N101 1.486, H111 1.100, H112 1.132
101 N 16.08487 18.04221 18.35214  C100 1.486, C102 1.485, H113 0.966
102 C 14.79597 17.70931 17.69506  N101 1.485, C103 1.555, H114 1.087, H115 1.069
103 C 13.55972 18.17734 18.51448  C102 1.555, O104 1.379, H116 1.078, H117 1.084
104 O 12.46280 17.56298 17.94835  C103 1.379, C105 1.410
105 C 11.31356 18.00119 18.63874  O104 1.410, H118 1.097, H119 1.042, H120 1.060
106 H 20.02280 16.78102 16.96766  C97 1.112
107 H 18.15130 16.90250 16.64277  C97 1.110
108 H 18.90222 15.70855 17.75580  C97 1.082
109 H 18.10404 17.97210 20.29605  C99 1.105
110 H 18.48308 16.21341 20.01280  C99 1.121
111 H 16.10158 16.34234 19.72369  C100 1.100
112 H 16.89084 16.04020 18.17469  C100 1.132
113 H 16.66677 18.47863 17.71572  N101 0.966
114 H 14.73965 16.63309 17.54973  C102 1.087
115 H 14.73514 18.20056 16.74756  C102 1.069
116 H 13.53381 19.25434 18.55914  C103 1.078
117 H 13.69289 17.86061 19.54233  C103 1.084
118 H 11.04568 19.02456 18.34662  C105 1.097
119 H 11.29936 17.88931 19.67475  C105 1.042
120 H 10.50859 17.43809 18.23936  C105 1.060
121 C 31.72032 19.37409 16.04920  O122 1.378, H130 1.104, H131 1.111, H132 1.122
122 O 30.44152 19.51248 15.55486  C121 1.378, C123 1.393
123 C 30.49510 20.19226 14.34059  O122 1.393, C124 1.568, H133 1.085, H134 1.108
124 C 29.11508 20.08707 13.60375  C123 1.568, N125 1.464, H135 1.086, H136 1.089
125 N 28.21746 21.07341 14.20839  C124 1.464, C126 1.444, H137 1.013
126 C 26.85117 20.99922 13.74833  N125 1.444, C127 1.499, H138 1.090, H139 1.113
127 C 25.86716 21.61181 14.69843  C126 1.499, O128 1.399, H140 1.136, H141 1.145
128 O 26.07370 22.96579 14.98392  C127 1.399, C129 1.468
129 C 25.47503 23.29350 16.28380  O128 1.468, H142 1.138, H143 1.154, H144 1.108
130 H 32.09219 20.28798 16.54440  C121 1.104
131 H 32.45371 19.14457 15.24618  C121 1.111
132 H 31.64477 18.58794 16.84660  C121 1.122
133 H 31.28362 19.74694 13.74359  C123 1.085
134 H 30.76159 21.25726 14.49012  C123 1.108
135 H 28.83178 19.04389 13.71277  C124 1.086
136 H 29.36911 20.35620 12.57969  C124 1.089
137 H 28.27018 20.85590 15.19623  N125 1.013
138 H 26.55819 19.95234 13.66907  C126 1.090
139 H 26.72071 21.34091 12.69713  C126 1.113
140 H 25.88670 21.00098 15.65634  C127 1.136
141 H 24.84046 21.48024 14.20782  C127 1.145
142 H 25.80091 22.53790 17.06938  C129 1.138
143 H 24.33134 23.29830 16.12964  C129 1.154
144 H 25.73950 24.33081 16.56874  C129 1.108
145 C 21.12312 19.04492 20.64340  O146 1.460, H154 1.141, H155 1.088, H156 1.125
146 O 22.28340 18.42667 20.00749  C145 1.460, C147 1.435
147 C 23.51152 18.73247 20.68334  O146 1.435, C148 1.487, H157 1.028, H158 1.073
148 C 24.63181 17.83977 20.28415  C147 1.487, N149 1.435, H159 1.106, H160 1.074
149 N 24.38554 16.52119 20.79259  C148 1.435, C150 1.505, H161 1.024
150 C 25.35061 15.59861 20.09744  N149 1.505, C151 1.559, H162 1.113, H163 1.070
151 C 25.06014 14.17194 20.65585  C150 1.559, O152 1.445, H164 1.115, H165 1.101
152 O 26.24797 13.38563 20.41274  C151 1.445, C153 1.410
153 C 26.20586 12.17361 21.13211  O152 1.410, H166 1.139, H167 1.102, H168 1.127
154 H 21.25741 20.17777 20.63909  C145 1.141
155 H 20.96645 18.63836 21.63990  C145 1.088
156 H 20.22736 18.69670 20.05856  C145 1.125
157 H 23.32142 18.77267 21.69250  C147 1.028
158 H 23.90045 19.70553 20.45291  C147 1.073
159 H 25.55384 18.25056 20.73588  C148 1.106
160 H 24.65381 17.93078 19.21396  C148 1.074
161 H 23.42421 16.21971 20.61161  N149 1.024
162 H 26.39056 15.95937 20.26526  C150 1.113
163 H 25.21484 15.61106 19.03589  C150 1.070
164 H 24.13070 13.75229 20.20528  C151 1.115
165 H 24.90247 14.20400 21.74485  C151 1.101
166 H 27.16160 11.59302 20.91436  C153 1.139
167 H 25.29220 11.70884 20.72766  C153 1.102
168 H 26.10946 12.34614 22.24157  C153 1.127
169 C 19.67758 23.32727 15.54621  O170 1.419, H178 1.106, H179 1.104, H180 1.101
170 O 20.47486 22.63879 16.49649  C169 1.419, C171 1.416
171 C 21.88084 22.62319 16.32681  O170 1.416, C172 1.523, H181 1.058, H182 1.171
172 C 22.50457 21.91801 17.52406  C171 1.523, N173 1.501, H183 1.113, H184 1.098
173 N 22.28947 20.43553 17.43451  C172 1.501, C174 1.444, H185 1.054
174 C 23.37286 19.66032 16.87791  N173 1.444, C175 1.480, H186 1.064, H187 1.105
175 C 22.94897 18.32328 16.40640  C174 1.480, O176 1.468, H188 1.102, H189 1.113
176 O 24.07312 17.56182 15.84761  C175 1.468, C177 1.417
177 C 24.22557 17.78147 14.45599  O176 1.417, H190 1.098, H191 1.075, H192 1.210
178 H 19.55629 24.38682 15.83810  C169 1.106
179 H 18.71618 22.78452 15.55727  C169 1.104
180 H 20.12059 23.33128 14.53816  C169 1.101
181 H 22.20212 23.63075 16.33932  C171 1.058
182 H 22.13833 22.08822 15.31764  C171 1.171
183 H 21.94964 22.31565 18.40262  C172 1.113
184 H 23.57925 22.11194 17.63964  C172 1.098
185 H 21.96542 19.94780 18.31035  N173 1.054
186 H 24.14747 19.43603 17.57273  C174 1.064
187 H 23.82789 20.22177 16.04151  C174 1.105
188 H 22.16523 18.33900 15.63240  C175 1.102
189 H 22.59510 17.68607 17.24788  C175 1.113
190 H 24.35262 18.84406 14.21160  C177 1.098
191 H 23.47764 17.24805 13.89683  C177 1.075
192 H 25.25444 17.23872 14.12151  C177 1.210
193 C 23.37697 23.25966 20.85297  O194 1.456, H202 1.082, H203 1.094, H204 1.114
194 O 24.75422 23.04026 20.43516  C193 1.456, C195 1.450
195 C 25.63414 22.70066 21.53631  O194 1.450, C196 1.519, H205 1.088, H206 1.092
196 C 26.96012 22.37982 20.86763  C195 1.519, N197 1.433, H207 1.068, H208 1.105
197 N 26.82824 21.23755 20.01242  C196 1.433, C198 1.527, H209 1.015
198 C 28.19818 20.84010 19.46816  N197 1.527, C199 1.483, H210 1.117, H211 1.179
199 C 28.14489 19.55804 18.72481  C198 1.483, O200 1.432, H212 1.090, H213 1.131
200 O 27.30729 19.66447 17.56874  C199 1.432, C201 1.427
201 C 27.14150 18.45289 16.83318  O200 1.427, H214 1.082, H215 1.067, H216 1.078
202 H 22.88205 22.30747 20.99164  C193 1.082
203 H 22.88290 23.84591 20.07249  C193 1.094
204 H 23.45237 23.88015 21.77478  C193 1.114
205 H 25.14890 21.86141 22.02948  C195 1.088
206 H 25.64509 23.42940 22.34910  C195 1.092
207 H 27.73062 22.21250 21.58736  C196 1.068
208 H 27.30306 23.31113 20.38195  C196 1.105
209 H 26.25266 21.42973 19.19913  N197 1.015
210 H 28.84976 20.64823 20.35466  C198 1.117
211 H 28.71263 21.74246 18.91139  C198 1.179
212 H 27.65882 18.86171 19.40773  C199 1.090
213 H 29.12282 19.07759 18.42010  C199 1.131
214 H 26.38933 17.92146 17.40126  C201 1.082
215 H 28.04400 17.90111 16.69473  C201 1.067
216 H 26.59452 18.65634 15.92730  C201 1.078
217 C 18.24715 16.96921 24.02028  O218 1.414, H226 1.081, H227 1.109, H228 1.070
218 O 19.32347 16.97142 23.10371  C217 1.414, C219 1.431
219 C 20.07400 15.76807 23.29382  O218 1.431, C220 1.547, H229 1.165, H230 1.078
220 C 21.23427 15.74657 22.27032  C219 1.547, N221 1.422, H231 1.120, H232 1.138
221 N 21.85284 14.46613 22.26321  C220 1.422, C222 1.482, H233 1.011
222 C 21.17572 13.50644 21.35964  N221 1.482, C223 1.502, H234 1.101, H235 1.084
223 C 20.84566 14.09419 20.01740  C222 1.502, O224 1.418, H236 1.129, H237 1.140
224 O 21.89846 14.83954 19.42898  C223 1.418, C225 1.461
225 C 21.86928 14.85862 17.96869  O224 1.461, H238 1.057, H239 1.056, H240 1.085
226 H 17.55051 16.15400 23.88456  C217 1.081
227 H 17.75652 17.93837 23.79677  C217 1.109
228 H 18.51003 16.99342 25.05758  C217 1.070
229 H 19.36410 14.86843 23.08632  C219 1.165
230 H 20.26069 15.68212 24.35185  C219 1.078
231 H 22.11500 16.41881 22.43148  C220 1.120
232 H 20.74291 16.15130 21.32760  C220 1.138
233 H 22.83903 14.37001 22.06224  N221 1.011
234 H 20.23312 13.05509 21.70491  C222 1.101
235 H 21.82150 12.65339 21.18619  C222 1.084
236 H 20.00113 14.84317 20.02083  C223 1.129
237 H 20.57817 13.21460 19.34318  C223 1.140
238 H 21.07734 15.39196 17.51489  C225 1.057
239 H 21.86992 13.86670 17.60576  C225 1.056
240 H 22.80496 15.30264 17.64688  C225 1.085
241 C 25.93070 18.32732 9.86704  O242 1.277, N243 1.352, N244 1.403
242 O 26.20994 17.26856 9.20936  C241 1.277
243 N 25.47025 19.49487 9.36473  C241 1.352, H245 1.077, H246 1.042
244 N 26.19463 18.33155 11.24520  C241 1.403, H247 1.073, H248 1.019
245 H 25.21495 19.58512 8.32224  N243 1.077
246 H 25.25092 20.41367 9.80415  N243 1.042
247 H 25.56584 19.09675 11.65686  N244 1.073
248 H 26.16537 17.39086 11.63632  N244 1.019
249 C 24.18035 25.99931 18.13696  O250 1.260, N251 1.388, N252 1.339
250 O 23.04484 25.45724 18.07483  C249 1.260
251 N 25.22857 25.31593 18.73761  C249 1.388, H253 1.027, H254 0.974
252 N 24.51179 27.14949 17.53793  C249 1.339, H255 1.009, H256 1.016
253 H 25.00117 24.40319 19.14943  N251 1.027
254 H 25.96634 25.78212 19.16945  N251 0.974
255 H 25.42947 27.55893 17.63068  N252 1.009
256 H 23.87540 27.79834 17.08343  N252 1.016
257 C 19.04929 17.13246 13.24263  O258 1.254, N259 1.307, N260 1.349
258 O 19.93335 18.01000 13.38995  C257 1.254
259 N 19.35085 15.98436 12.69478  C257 1.307, H261 1.007, H262 1.021
260 N 17.85951 17.25950 13.86633  C257 1.349, H263 1.024, H264 1.055
261 H 20.28105 15.95015 12.31072  N259 1.007
262 H 18.78923 15.13837 12.80039  N259 1.021
263 H 17.11362 16.56026 13.81030  N260 1.024
264 H 17.72986 18.07499 14.52289  N260 1.055
265 C 18.58555 20.02188 16.18250  O266 1.248, N267 1.409, N268 1.374
266 O 17.62259 19.33103 15.79022  C265 1.248
267 N 18.35784 20.95581 17.21316  C265 1.409, H269 1.027, H270 0.982
268 N 19.81341 19.78042 15.61484  C265 1.374, H271 1.069, H272 0.971
269 H 19.10487 21.65101 17.32568  N267 1.027
270 H 17.41030 21.17700 17.34390  N267 0.982
271 H 19.80065 19.06404 14.82145  N268 1.069
272 H 20.65559 20.04979 16.01522  N268 0.971
273 C 22.97284 19.87934 12.16448  O274 1.231, N275 1.384, N276 1.333
274 O 24.03473 20.35681 11.76442  C273 1.231
275 N 22.44377 18.73151 11.60132  C273 1.384, H277 1.004, H278 0.999
276 N 22.25492 20.52960 13.08095  C273 1.333, H279 1.017, H280 0.988
277 H 22.87053 18.23232 10.84199  N275 1.004
278 H 21.58579 18.34717 11.93854  N275 0.999
279 H 22.77282 21.24567 13.58520  N276 1.017
280 H 21.51633 19.99422 13.46148  N276 0.988
281 C 27.07027 14.39389 11.67952  O282 1.245, N283 1.357, N284 1.349
282 O 26.49654 15.06590 12.55643  C281 1.245
283 N 27.86326 13.35617 12.04615  C281 1.357, H285 0.993, H286 0.994
284 N 26.93256 14.72496 10.37862  C281 1.349, H287 1.097, H288 1.007
285 H 27.92044 13.24107 13.03074  N283 0.993
286 H 27.94543 12.56038 11.45555  N283 0.994
287 H 26.24892 15.51751 10.05136  N284 1.097
288 H 27.45934 14.38142 9.59160  N284 1.007